No. 1
A single C10H10OS molecule in a non-equilibrium geometry. Source: the OMol25 dataset; level of theory: ωB97M-V/def2-TZVPD.

Each line ends with the Löwdin charge.
Geometry (Å):
C -2.876 -1.041 0.022  -0.108
C -4.036 -0.842 -0.230  -0.434
C -0.801 0.301 -0.059  -0.217
C -1.518 1.316 -0.554  -0.071
C 4.059 -1.181 -0.109  0.028
C 0.670 0.327 -0.199  -0.064
C 2.901 -0.481 -0.273  -0.214
C 1.604 -0.613 0.096  -0.149
C -1.472 -1.027 0.351  -0.163
C -2.072 2.453 -0.869  0.014
O -5.999 -0.233 1.169  -0.455
S -5.649 -0.509 -0.453  0.895
H 4.906 -0.642 -0.574  0.064
H 4.259 -1.955 0.601  0.049
H 1.119 1.307 -0.455  0.122
H 3.030 0.451 -0.817  0.100
H 1.237 -1.493 0.624  0.114
H -1.449 -1.274 1.461  0.147
H -0.804 -1.817 -0.175  0.143
H -2.213 3.170 -0.041  0.072
H -6.302 -0.995 1.676  0.039
H -2.426 2.618 -1.940  0.089

E_HOMO (spin up / spin down)	-5.71 / -8.52	eV
LUMO level (spin up / spin down)	0.34 / -2.05	eV
⟨S²⟩	2.032
spin multiplicity	3
HOMO-LUMO gap (spin up / spin down)	6.05 / 6.47	eV
relative energy (zero: lowest compared OMol25 entry of this formula, charge and spin)	12.4	kcal per mole
F_max	6.63	eV Å⁻¹
energy	-23406.311	eV

---

No. 2
A molecular structure, C4H15N3O in a non-equilibrium geometry. Source: the OMol25 dataset; level of theory: ωB97M-V/def2-TZVPD.

Each line ends with the Löwdin charge.
Geometry (Å):
C 0.308 -0.222 1.378  -0.495
C -0.213 -0.323 2.815  -0.063
N 1.138 -1.360 0.963  0.036
N -0.776 -0.056 0.415  -0.006
H 0.950 0.661 1.289  0.140
H 0.601 -2.222 0.998  0.091
H 1.936 -1.467 1.581  0.086
H -1.637 -0.494 0.722  0.104
H -0.466 -0.346 -0.951  0.087
H 0.616 -0.410 3.518  0.071
H -0.846 -1.207 2.928  0.075
H -0.789 0.564 3.080  0.076
C 0.166 -0.641 -2.141  -0.282
C -0.819 1.727 -2.035  -0.133
N -0.667 2.244 -0.854  -0.023
O 1.534 -0.497 -1.787  -0.176
H 1.609 -0.787 -0.859  0.015
H 0.251 2.668 -0.733  0.060
H -0.914 1.010 0.140  0.064
H -0.127 -1.707 -2.102  0.054
H 0.083 -0.402 -3.202  0.058
H -1.807 1.367 -2.304  0.079
H -0.131 1.901 -2.859  0.080

E_HOMO	-7.17	eV
LUMO level	0.86	eV
HOMO-LUMO gap	8.03	eV
relative energy (zero: lowest compared OMol25 entry of this formula, charge and spin)	86.2	kcal per mole
F_max	2.95	eV Å⁻¹
energy	-10905.801	eV

---

No. 3
A molecular structure, C30H38F15N2O10PS in a non-equilibrium geometry. Source: the OMol25 dataset; level of theory: ωB97M-V/def2-TZVPD.

Each line ends with the Löwdin charge.
Geometry (Å):
C 4.176 -0.460 2.985  -0.085
C 3.765 0.908 3.540  -0.249
C 3.148 1.825 2.497  -0.155
C 1.729 1.408 1.981  -0.300
C 1.763 1.500 0.459  -0.066
C 0.701 2.357 2.594  -0.110
C 0.347 3.506 1.936  0.060
C -0.603 4.380 2.511  -0.377
N -1.078 5.515 1.979  -0.221
S -2.113 6.116 3.043  1.026
N -2.009 5.020 4.192  -0.231
C -1.150 4.090 3.766  -0.387
C -0.788 2.909 4.462  -0.221
P -1.567 2.681 6.067  0.730
O -3.037 2.496 5.986  -0.432
C 0.102 2.048 3.865  -0.124
C 0.402 0.716 4.545  -0.068
C -0.852 -0.195 4.525  -0.263
O -1.070 -0.864 5.757  0.009
C -0.720 -1.275 3.470  -0.610
F -0.541 -0.770 2.249  0.167
F 0.294 -2.098 3.728  0.163
F -1.835 -2.016 3.434  0.154
H 3.429 -1.226 3.165  0.063
H 4.440 -0.399 1.936  0.074
H 5.067 -0.782 3.512  0.069
H 4.675 1.391 3.887  0.103
H 3.146 0.798 4.420  0.089
H 3.812 1.915 1.645  0.110
H 3.069 2.813 2.941  0.114
H 1.492 0.388 2.245  0.105
H 2.087 2.479 0.134  0.074
H 2.526 0.815 0.113  0.075
H 0.801 1.239 0.031  0.090
H 0.748 3.770 0.977  0.119
H -1.215 3.788 6.861  0.023
H -0.963 1.586 6.697  0.017
H 0.720 0.915 5.556  0.117
H 1.171 0.194 4.007  0.079
H -1.736 0.380 4.267  0.152
H -1.963 -0.648 6.038  0.105
C -0.013 -2.770 -3.696  -0.053
C 1.473 -2.659 -3.961  -0.190
O 1.837 -1.309 -4.313  0.037
C 2.019 -0.473 -3.305  -0.402
O 1.924 -0.711 -2.139  0.166
C 2.432 0.908 -3.843  -0.549
F 1.683 1.271 -4.885  0.168
F 3.711 0.877 -4.236  0.171
F 2.306 1.831 -2.893  0.170
H -0.581 -2.406 -4.552  0.081
H -0.284 -3.809 -3.511  0.084
H -0.302 -2.177 -2.829  0.078
H 1.757 -3.266 -4.818  0.126
H 2.061 -2.990 -3.107  0.125
C 0.898 -5.335 2.809  -0.059
C 2.004 -5.997 3.599  -0.190
O 2.979 -6.598 2.724  0.036
C 3.899 -5.783 2.235  -0.405
O 4.005 -4.611 2.440  0.168
C 4.882 -6.581 1.360  -0.551
F 4.235 -7.432 0.556  0.167
F 5.711 -7.287 2.140  0.168
F 5.608 -5.761 0.608  0.174
H 0.439 -6.046 2.122  0.084
H 0.131 -4.951 3.482  0.079
H 1.282 -4.504 2.218  0.076
H 1.612 -6.813 4.201  0.126
H 2.493 -5.294 4.271  0.125
C -4.454 2.000 1.068  -0.046
C -3.536 3.091 0.561  -0.190
O -2.968 2.733 -0.715  0.041
C -3.745 2.973 -1.758  -0.404
O -4.842 3.445 -1.743  0.177
C -3.019 2.584 -3.057  -0.539
F -2.397 1.403 -2.943  0.162
F -2.094 3.503 -3.369  0.166
F -3.891 2.503 -4.063  0.165
H -3.927 1.046 1.103  0.082
H -4.809 2.244 2.068  0.087
H -5.317 1.878 0.413  0.080
H -2.691 3.213 1.236  0.104
H -4.048 4.049 0.490  0.127
C -1.390 1.271 -6.605  -0.051
C -2.857 1.410 -6.930  -0.196
O -3.160 0.829 -8.216  0.039
C -3.341 -0.480 -8.232  -0.406
O -3.278 -1.229 -7.303  0.169
C -3.698 -0.932 -9.659  -0.551
F -2.909 -0.346 -10.566  0.167
F -4.967 -0.605 -9.934  0.168
F -3.569 -2.249 -9.777  0.173
H -0.780 1.702 -7.399  0.088
H -1.163 1.783 -5.671  0.068
H -1.108 0.223 -6.503  0.078
H -3.132 2.459 -7.011  0.128
H -3.483 0.961 -6.162  0.115

E_HOMO	-9.50	eV
LUMO level	-1.19	eV
HOMO-LUMO gap	8.31	eV
F_max	1.42	eV Å⁻¹
energy	-116070.286	eV

---

No. 4
2 unconnected molecules or ions with the total composition C2H9N2P in a non-equilibrium geometry. Source: the OMol25 dataset; level of theory: ωB97M-V/def2-TZVPD.

Each line ends with the Löwdin charge.
Geometry (Å):
C 0.256 0.951 2.240  -0.384
C 0.415 -1.057 -2.015  -0.152
N 0.054 -0.295 1.564  -0.205
N -0.709 -0.142 -1.745  -0.440
P -0.975 0.803 -0.390  0.902
H 0.731 0.895 3.264  0.078
H 0.949 1.385 1.489  0.036
H -0.604 1.476 2.539  0.025
H 1.331 -0.607 -2.167  0.039
H 0.535 -1.726 -1.156  0.065
H 0.078 -1.801 -2.817  0.103
H -0.843 -0.825 1.815  0.018
H -1.538 -0.503 -2.078  -0.001
H 0.320 1.448 -0.544  -0.084

E_HOMO (spin up / spin down)	-7.98 / -7.99	eV
LUMO level (spin up / spin down)	0.35 / 0.35	eV
HOMO-LUMO gap (spin up / spin down)	8.33 / 8.33	eV
relative energy (zero: lowest compared OMol25 entry of this formula, charge and spin)	62.9	kcal per mole
F_max	4.19	eV Å⁻¹
energy	-14485.862	eV

---

No. 5
3 unconnected molecules or ions with the total composition C4H13N3O in a non-equilibrium geometry. Source: the OMol25 dataset; level of theory: ωB97M-V/def2-TZVPD.

Each line ends with the Löwdin charge.
Geometry (Å):
C 1.002 0.303 -0.329  -0.398
C -1.168 0.894 -0.383  -0.291
C 0.392 -0.850 1.640  -0.141
C -1.924 -0.233 -1.004  -0.087
N 0.665 -0.835 0.223  -0.041
N 1.372 0.327 -1.667  0.089
N -1.645 1.408 0.787  0.074
O 2.781 -1.163 0.497  -0.240
H 3.007 -1.759 -0.232  -0.037
H 1.359 1.149 0.265  0.136
H -0.770 1.638 -1.061  0.106
H 1.388 -0.599 -2.074  0.097
H 2.110 0.988 -1.867  0.093
H -2.052 0.768 1.454  0.091
H -1.134 2.166 1.217  0.098
H 0.678 0.075 2.159  0.081
H 0.973 -1.664 2.070  0.077
H -0.672 -1.057 1.811  0.066
H -2.139 -1.020 -0.279  0.074
H -1.347 -0.668 -1.819  0.071
H -2.877 0.131 -1.408  0.083

E_HOMO (spin up / spin down)	-8.01 / -6.27	eV
LUMO level (spin up / spin down)	0.62 / 0.16	eV
HOMO-LUMO gap (spin up / spin down)	8.63 / 6.43	eV
relative energy (zero: lowest compared OMol25 entry of this formula, charge and spin)	127.5	kcal per mole
F_max	1.01	eV Å⁻¹
energy	-10872.148	eV

---

No. 6
3 unconnected molecules or ions with the total composition C14H23BO11S2 in a non-equilibrium geometry. Source: the OMol25 dataset; level of theory: ωB97M-V/def2-TZVPD.

Each line ends with the Löwdin charge.
Geometry (Å):
C -0.198 -2.543 0.490  0.123
C 0.919 -2.923 0.298  -0.104
C 2.297 -3.467 0.210  -0.104
C 2.572 -4.152 1.528  -0.082
C 3.074 -3.566 2.608  0.085
B 3.546 -2.065 2.819  -0.562
O 2.692 -0.982 2.740  0.175
O 4.878 -1.837 3.084  0.054
C 5.772 -2.456 2.158  -0.058
C 3.085 -4.695 3.632  -0.378
O 3.404 -4.615 4.763  0.201
O 2.615 -5.879 3.075  0.165
C 2.269 -5.607 1.779  -0.389
O 1.840 -6.361 0.978  0.198
H -1.129 -2.375 0.976  0.040
H 2.975 -2.628 0.042  0.119
H 2.322 -4.178 -0.619  0.129
H 2.880 -0.513 1.917  0.122
H 6.789 -2.125 2.384  0.097
H 5.569 -2.153 1.123  0.095
H 5.766 -3.551 2.227  0.098
C -3.990 2.412 0.479  -0.056
C -3.255 2.922 1.699  -0.239
O -2.533 1.867 2.364  -0.259
S -1.158 1.360 1.727  0.586
C -0.613 0.415 3.110  -0.111
O -0.282 2.477 1.551  -0.265
O -1.452 0.455 0.647  -0.304
H -3.293 2.098 -0.290  0.034
H -4.625 3.191 0.058  0.093
H -4.607 1.549 0.731  0.092
H -2.581 3.743 1.446  0.120
H -3.972 3.307 2.423  0.122
H -0.429 1.087 3.943  0.079
H 0.308 -0.091 2.822  0.053
H -1.378 -0.316 3.358  0.078
C -2.013 4.372 -5.896  -0.076
C -2.246 2.877 -5.788  -0.259
O -1.633 2.316 -4.615  -0.265
S -2.351 2.551 -3.206  0.570
C -1.420 1.379 -2.275  -0.117
O -3.709 2.107 -3.300  -0.277
O -2.027 3.865 -2.737  -0.276
H -2.529 4.910 -5.101  0.070
H -2.380 4.746 -6.852  0.080
H -0.951 4.603 -5.807  0.084
H -3.311 2.640 -5.808  0.114
H -1.787 2.375 -6.639  0.120
H -1.630 0.381 -2.652  0.084
H -1.727 1.456 -1.233  0.016
H -0.363 1.616 -2.368  0.084

E_HOMO	-10.56	eV
LUMO level	-0.95	eV
structure (SMILES)	C#CCC1=C(B(O)OC)C(=O)OC1=O.CCOS(C)(=O)=O.CCOS(C)(=O)=O
HOMO-LUMO gap	9.61	eV
F_max	1.50	eV Å⁻¹
energy	-59759.348	eV

---

No. 7
2 unconnected molecules or ions with the total composition C3H4ClN3 in a non-equilibrium geometry. Source: the OMol25 dataset; level of theory: ωB97M-V/def2-TZVPD.

Each line ends with the Löwdin charge.
Geometry (Å):
C 1.119 2.750 -2.542  -0.510
C -0.618 2.102 1.038  -0.685
C -0.331 -0.215 1.503  -0.036
N 1.795 3.238 -3.315  0.116
N -0.554 0.983 1.473  -0.097
N 0.288 2.148 -1.823  0.056
Cl -0.683 3.604 1.659  0.717
H -0.928 -1.109 1.743  0.088
H 0.740 -0.518 1.382  0.095
H -0.540 2.612 -1.158  0.153
H 0.771 1.444 -1.226  0.104

E_HOMO	-8.67	eV
LUMO level	-0.20	eV
HOMO-LUMO gap	8.47	eV
relative energy (zero: lowest compared OMol25 entry of this formula, charge and spin)	105.9	kcal per mole
F_max	8.33	eV Å⁻¹
energy	-20163.964	eV

---

- Look up the energy of the fifth one.
  -10872.148 eV

---

- Among the records above, which one has the lowest F_max?
  C4H13N3O

---

- The highest F_max belongs to which entry?
  C3H4ClN3